[1]
C20H56NO10 | ωB97M-V/def2-TZVPD

Values from the calculation:
**Charge**: +1
**E_tot**: -43593.6610 eV
**Multiplicity**: 1

Each line ends with the Löwdin charge.
Geometry (Å):
C: 0.407 0.960 0.748  -0.13
C: -0.317 -0.068 1.816  -0.25
C: 0.706 -0.755 2.897  -0.22
C: -0.085 -2.017 3.582  -0.19
C: 0.337 -3.495 3.013  -0.14
C: 0.549 -3.584 1.391  -0.03
C: 1.866 -3.011 0.560  0.05
C: 2.007 -3.156 -1.070  0.02
C: 0.758 -3.936 -1.846  0.00
C: -0.495 -4.503 -0.929  0.03
N: -0.545 -4.293 0.571  0.08
H: 1.378 1.448 1.185  0.09
H: 0.560 0.481 -0.322  0.07
H: -0.369 1.852 0.579  0.07
H: -1.065 0.610 2.453  0.12
H: -0.964 -0.888 1.244  0.11
H: 1.776 -0.997 2.489  0.09
H: 0.860 0.050 3.766  0.13
H: -1.254 -1.856 3.497  0.13
H: 0.183 -2.005 4.732  0.13
H: 1.281 -3.957 3.534  0.13
H: -0.577 -4.220 3.268  0.11
H: 2.754 -2.484 1.159  0.12
H: 2.934 -2.730 -1.678  0.13
H: 0.754 -4.083 -3.010  0.11
H: -1.357 -5.080 -1.486  0.14
H: -1.383 -4.692 1.077  0.11
C: 0.790 3.282 -1.928  -0.15
O: 1.507 3.337 -0.708  -0.14
H: 0.548 2.240 -2.151  0.06
H: -0.134 3.857 -1.834  0.07
H: 1.407 3.691 -2.732  0.08
H: 1.708 4.273 -0.536  0.07
C: -4.364 -5.397 2.963  -0.13
O: -3.177 -5.170 2.227  -0.16
H: -5.212 -4.995 2.403  0.09
H: -4.504 -6.470 3.111  0.09
H: -4.297 -4.891 3.930  0.09
H: -2.443 -5.537 2.749  0.06
C: 1.042 7.422 -1.690  -0.14
O: 2.122 6.620 -1.250  -0.14
H: 0.416 7.676 -0.832  0.09
H: 1.427 8.340 -2.141  0.08
H: 0.447 6.867 -2.420  0.06
H: 2.660 6.411 -2.033  0.09
C: 4.779 8.999 0.267  -0.17
O: 4.423 7.767 0.867  -0.14
H: 5.372 9.581 0.975  0.08
H: 5.371 8.810 -0.632  0.07
H: 3.874 9.554 0.009  0.07
H: 3.898 7.272 0.215  0.05
C: -1.173 -1.058 -4.103  -0.14
O: -0.151 -0.512 -3.289  -0.15
H: -1.774 -0.242 -4.512  0.09
H: -0.724 -1.623 -4.923  0.08
H: -1.810 -1.711 -3.502  0.08
H: 0.365 -1.259 -2.941  0.06
C: -1.833 4.381 1.749  -0.16
O: -1.658 4.658 0.372  -0.14
H: -2.423 5.182 2.201  0.08
H: -2.362 3.432 1.867  0.07
H: -0.858 4.329 2.239  0.08
H: -1.132 3.931 -0.001  0.03
C: -2.937 1.661 -1.893  -0.14
O: -1.857 0.859 -1.453  -0.16
H: -3.563 1.916 -1.034  0.08
H: -2.552 2.579 -2.344  0.07
H: -3.532 1.106 -2.622  0.07
H: -1.319 0.650 -2.236  0.02
C: -0.186 -8.370 -0.285  -0.15
O: 0.531 -8.315 0.935  -0.12
H: -0.428 -9.412 -0.508  0.09
H: -1.110 -7.795 -0.192  0.07
H: 0.430 -7.961 -1.090  0.08
H: 0.732 -7.379 1.106  0.05
C: 1.947 -6.837 4.133  -0.15
O: 0.567 -6.623 3.901  -0.15
H: 2.187 -6.529 5.153  0.09
H: 2.177 -7.898 4.011  0.09
H: 2.532 -6.243 3.428  0.07
H: 0.383 -6.905 2.988  0.04
C: -1.505 5.767 -4.831  -0.15
O: -0.148 5.658 -4.444  -0.15
H: -2.133 5.324 -4.054  0.08
H: -1.767 6.821 -4.952  0.08
H: -1.661 5.232 -5.771  0.08
H: 0.384 6.058 -5.153  0.09

***

[2]
C20H56O8 | ωB97M-V/def2-TZVPD

Values from the calculation:
**Structure (SMILES)**: CC(C)O.CC(C)O.CC(C)O.CC(C)O.CC(C)O.CC(C)O.CO.CO
**E_tot**: -38026.0723 eV
**ΔE to the lowest compared entry with this formula, charge and spin**: 110.2 kJ/mol
**Multiplicity**: 1

Each line ends with the Löwdin charge.
Geometry (Å):
C: 5.821 -3.997 -0.275  -0.04
C: 4.343 -3.893 0.211  -0.48
C: 3.802 -2.463 0.351  -0.06
O: 3.479 -4.665 -0.618  -0.06
H: 6.431 -3.461 0.453  0.08
H: 5.942 -3.610 -1.286  0.08
H: 6.163 -5.032 -0.305  0.07
H: 4.317 -4.385 1.184  0.12
H: 3.844 -1.985 -0.627  0.09
H: 4.370 -1.898 1.090  0.08
H: 2.759 -2.407 0.665  0.05
H: 2.611 -4.752 -0.218  0.08
C: -4.482 0.393 -3.707  -0.07
C: -3.160 0.516 -4.428  -0.48
C: -2.164 1.094 -3.456  -0.08
O: -2.618 -0.725 -4.813  -0.05
H: -4.909 1.317 -3.316  0.06
H: -4.568 -0.162 -2.773  0.07
H: -5.242 -0.019 -4.371  0.08
H: -3.300 1.183 -5.278  0.14
H: -2.507 2.086 -3.164  0.07
H: -1.137 1.230 -3.794  0.09
H: -2.172 0.547 -2.512  0.06
H: -2.365 -1.161 -3.995  0.02
C: -1.672 -4.658 -2.924  -0.05
C: -1.043 -3.337 -2.495  -0.48
C: 0.197 -2.948 -3.294  -0.03
O: -1.982 -2.283 -2.658  -0.07
H: -2.559 -4.900 -2.339  0.08
H: -0.877 -5.403 -2.896  0.08
H: -2.017 -4.573 -3.954  0.09
H: -0.822 -3.513 -1.442  0.13
H: -0.029 -2.916 -4.360  0.09
H: 1.016 -3.639 -3.096  0.08
H: 0.514 -1.933 -3.056  0.07
H: -2.676 -2.435 -2.013  0.10
C: -2.985 2.100 -0.047  -0.04
C: -4.306 2.724 0.434  -0.47
C: -5.395 2.679 -0.632  -0.06
O: -4.820 2.028 1.585  -0.07
H: -2.618 2.671 -0.900  0.08
H: -3.168 1.061 -0.318  0.08
H: -2.222 2.150 0.730  0.06
H: -4.178 3.750 0.780  0.13
H: -5.163 3.431 -1.386  0.08
H: -6.434 2.817 -0.333  0.08
H: -5.331 1.734 -1.171  0.06
H: -5.531 2.539 1.978  0.08
C: -0.242 1.910 3.357  -0.06
C: -1.400 2.690 3.988  -0.48
C: -2.506 1.877 4.658  -0.05
O: -0.726 3.433 4.993  -0.06
H: -0.611 1.235 2.585  0.06
H: 0.229 1.359 4.171  0.08
H: 0.517 2.599 2.987  0.08
H: -1.794 3.340 3.206  0.13
H: -2.074 1.258 5.445  0.08
H: -3.007 1.187 3.980  0.07
H: -3.280 2.530 5.063  0.08
H: -0.657 2.864 5.763  0.08
C: 5.497 2.974 0.368  -0.05
C: 4.214 2.131 0.698  -0.49
C: 3.703 2.544 2.082  -0.06
O: 3.237 2.376 -0.288  -0.05
H: 6.307 2.546 0.958  0.07
H: 5.371 4.052 0.467  0.07
H: 5.743 2.876 -0.690  0.07
H: 4.492 1.077 0.727  0.12
H: 3.430 3.597 2.025  0.08
H: 4.487 2.492 2.837  0.08
H: 2.796 2.013 2.372  0.05
H: 2.498 1.941 0.145  0.02
C: 1.855 -1.469 3.157  -0.14
O: 0.714 -1.311 2.354  -0.13
H: 2.336 -2.423 2.942  0.07
H: 2.535 -0.617 3.151  0.09
H: 1.588 -1.687 4.191  0.08
H: 0.069 -2.011 2.480  0.11
C: 0.483 0.303 -0.600  -0.10
O: 1.194 0.713 0.570  -0.16
H: -0.581 0.458 -0.422  0.06
H: 0.800 0.913 -1.446  0.09
H: 0.709 -0.756 -0.727  0.07
H: 0.915 0.088 1.243  0.01

***

Number 1: HOMO-LUMO gap 6.2 eV, maximum force 5.0 eV/Å. Number 2: HOMO-LUMO gap 9.4 eV, maximum force 2.2 eV/Å.